ORCA calculation (the ωB97M-V functional and the def2-TZVPD basis) on 2 unconnected molecules or ions with the total composition C4H8INS at a distorted geometry.

E in eV: -24698.35107
Energy above the lowest of the compared OMol25 structures with the same formula, charge and spin in kJ/mol: 476.88
Largest force on an atom in eV/Å: 3.60
LUMO energy (alpha / beta) in Eh: -0.0515 / -0.0489
Highest occupied orbital energy (alpha / beta) in eV: -7.83 / -7.81

Each atom is followed by the atoms it is bonded to, with distances in Å.
Positions of all 15 atoms, in Å:
1 C -0.759 0.485 -0.240  C2 1.286, C3 1.465, H8 1.057
2 C -0.580 -0.469 -1.083  C1 1.286, S6 1.769, H9 1.104
3 C -0.576 1.902 -0.569  C1 1.465, H10 1.110, H11 1.166, H12 1.087
4 C -1.382 -2.474 0.974  S6 1.804, H13 1.051, H14 1.129, H15 1.052
5 N -3.582 -1.014 -0.217  I7 1.942
6 S -0.866 -2.178 -0.729  C2 1.769, C4 1.804
7 I -4.747 0.533 -0.360  N5 1.942
8 H -1.094 0.215 0.725  C1 1.057
9 H -0.368 -0.494 -2.166  C2 1.104
10 H -0.344 2.133 -1.630  C3 1.110
11 H -1.485 2.513 -0.170  C3 1.166
12 H 0.262 2.306 -0.007  C3 1.087
13 H -0.810 -1.795 1.536  C4 1.051
14 H -0.937 -3.459 1.303  C4 1.129
15 H -2.391 -2.228 1.140  C4 1.052